A:
DFT (the ωB97M-V functional and the def2-TZVPD basis) results for one molecule with the formula C3H6O3.

Output
* structure (SMILES): COC(=O)CO
* highest occupied orbital energy: -0.3778 Eh
* frontier orbital gap: 10.92 eV

Last column: Mulliken charge in e.
Geometry (Å):
1 C -1.99913 -0.65368 -0.06671  -0.617
2 O -0.57048 -0.69673 0.27248  -0.377
3 C -0.04473 0.50254 0.12839  0.621
4 O -0.74275 1.46151 -0.25773  -0.607
5 C 1.45492 0.41878 0.27612  -0.120
6 O 2.02834 -0.73092 -0.30691  -0.526
7 H -2.41752 -0.50987 1.06573  0.243
8 H -2.21536 -1.72509 -0.55999  0.219
9 H -2.21572 0.13021 -0.81798  0.339
10 H 1.55028 0.44240 1.43901  0.192
11 H 1.86843 1.30751 -0.28274  0.266
12 H 1.24268 -1.52191 -0.53346  0.367

***

B:
DFT (the ωB97M-V functional and the def2-TZVPD basis) results for one molecule with the formula C3H6O3.

Output
* structure (SMILES): COCOC=O
* highest occupied orbital energy: -0.3863 Eh
* frontier orbital gap: 11.42 eV

Last column: Mulliken charge in e.
Geometry (Å):
1 C 1.22563 0.98619 -0.21377  -0.590
2 O 1.38971 -0.48929 -0.23016  -0.365
3 C 0.28830 -1.09831 0.45785  -0.157
4 O -0.83145 -1.05082 -0.44587  -0.282
5 C -1.75797 -0.16771 -0.34652  0.177
6 O -1.72358 0.90952 0.31912  -0.523
7 H 0.87461 1.52340 0.76558  0.247
8 H 2.19290 1.39313 -0.48891  0.279
9 H 0.50132 1.32435 -0.97050  0.252
10 H 0.52476 -2.20992 0.53949  0.205
11 H 0.00504 -0.70503 1.47083  0.365
12 H -2.68926 -0.41552 -0.85714  0.391

***

Order of stability, best first: B, A

***

A:
DFT (the ωB97M-V functional and the def2-TZVPD basis) results for one molecule with the formula C3H6O3.

Output
* structure (SMILES): COC(=O)CO
* highest occupied orbital energy: -0.3772 Eh
* frontier orbital gap: 11.10 eV

Last column: Mulliken charge in e.
Geometry (Å):
1 C -1.37370 -1.48389 -0.61504  -0.593
2 O -0.49714 -0.81991 0.29857  -0.307
3 C -0.04780 0.36686 -0.12237  0.817
4 O -0.33113 0.85368 -1.19226  -0.563
5 C 0.88560 1.03470 0.87350  -0.522
6 O 2.22981 0.72399 0.57201  -0.500
7 H -2.27896 -0.88963 -0.76697  0.280
8 H -0.88369 -1.63709 -1.57967  0.287
9 H -1.61702 -2.43875 -0.14972  0.225
10 H 0.71730 2.10962 0.76706  0.294
11 H 0.67673 0.73002 1.89977  0.262
12 H 2.52001 1.45041 0.01514  0.321

***

B:
DFT (the ωB97M-V functional and the def2-TZVPD basis) results for a 2-piece molecular cluster, C3H6O3 overall.

Output
* structure (SMILES): CC=O.O=CO
* highest occupied orbital energy: -0.3759 Eh
* frontier orbital gap: 10.90 eV

Last column: Mulliken charge in e.
Geometry (Å):
1 C 0.01650 2.97495 -1.58195  -0.993
2 C -0.25795 1.67275 -0.87834  0.216
3 O -1.12116 1.32360 -0.18939  -0.419
4 H 0.63770 3.59462 -0.94598  0.285
5 H -0.79734 3.70219 -1.91926  0.289
6 H 0.75654 2.82593 -2.37780  0.320
7 H 0.61436 1.12291 -0.80126  0.308
8 O 0.45857 -3.17339 0.63178  -0.438
9 C -0.03833 -2.14820 0.91565  0.285
10 O 0.79983 -1.14186 1.15673  -0.442
11 H -1.14948 -1.87511 0.87133  0.260
12 H 0.51894 -0.43440 1.64788  0.328

***

C:
DFT (the ωB97M-V functional and the def2-TZVPD basis) results for a 2-piece molecular cluster, C3H6O3 overall.

Output
* structure (SMILES): C=CO.O=CO
* highest occupied orbital energy: -0.3505 Eh
* frontier orbital gap: 10.36 eV

Last column: Mulliken charge in e.
Geometry (Å):
1 C -0.91963 -1.73583 -2.08596  -0.722
2 C -0.89309 -0.43375 -1.86462  0.100
3 O -0.11865 0.14499 -0.91050  -0.514
4 H -1.66754 -2.14199 -2.74541  0.242
5 H -0.31863 -2.39038 -1.46623  0.259
6 H -1.50948 0.22814 -2.46455  0.259
7 H -0.15531 1.11212 -0.89719  0.321
8 O 0.43874 1.76783 1.36190  -0.501
9 C 0.83363 0.80480 1.96417  0.178
10 O 0.73461 -0.46107 1.56587  -0.427
11 H 1.36393 0.87085 2.91989  0.334
12 H 0.50530 -0.41591 0.60525  0.471

***

D:
DFT (the ωB97M-V functional and the def2-TZVPD basis) results for one molecule with the formula C3H6O3.

Output
* structure (SMILES): C[C@]1(O)O[C@H]1O
* highest occupied orbital energy: -0.3829 Eh
* frontier orbital gap: 11.15 eV

Last column: Mulliken charge in e.
Geometry (Å):
1 C -1.10468 0.64531 -0.76600  -1.220
2 C -0.13620 0.02583 0.16521  0.958
3 O -0.56852 -1.27896 0.80371  -0.564
4 O 0.52232 0.85785 1.06967  -0.446
5 C 1.32788 0.18421 0.05208  -0.117
6 O 2.21135 -0.81388 0.43249  -0.506
7 H -1.19820 1.77905 -0.69010  0.316
8 H -2.04616 0.15834 -0.50536  0.342
9 H -1.08774 0.19068 -1.76639  0.275
10 H -1.36878 -1.11243 1.25722  0.309
11 H 1.93224 0.91218 -0.66150  0.283
12 H 1.51649 -1.54819 0.60899  0.370

***

Order of stability, best first: A, C, B, D

***

A:
DFT (the ωB97M-V functional and the def2-TZVPD basis) results for one molecule with the formula C4H4N2OS.

Output
* structure (SMILES): Cc1cnnoc1=S
* highest occupied orbital energy: -0.3310 Eh
* frontier orbital gap: 7.79 eV

Last column: Mulliken charge in e.
Geometry (Å):
1 C -0.64103 2.17769 -0.02184  -1.274
2 C 0.16167 0.92560 -0.06253  0.763
3 C 1.52752 0.98419 0.01239  -0.435
4 N 2.29990 -0.17922 0.06834  -0.226
5 N 1.79644 -1.30299 0.05024  -0.041
6 O 0.29236 -1.40133 -0.14891  -0.278
7 C -0.51076 -0.37519 -0.03517  0.408
8 S -2.11557 -0.62838 0.06022  -0.296
9 H -1.36352 2.13645 -0.84873  0.352
10 H 0.00983 3.06163 -0.20870  0.355
11 H -1.18771 2.24652 0.93077  0.314
12 H 2.15284 1.92176 0.16731  0.358

***

B:
DFT (the ωB97M-V functional and the def2-TZVPD basis) results for one molecule with the formula C4H4N2OS.

Output
* structure (SMILES): S=COC1C=NN=C1
* highest occupied orbital energy: -0.3469 Eh
* frontier orbital gap: 9.25 eV

Last column: Mulliken charge in e.
Geometry (Å):
1 S -2.02090 0.88737 1.00355  -0.219
2 C -1.67815 -0.72850 0.85922  0.013
3 O -0.59603 -1.17715 0.31153  -0.325
4 C 0.41732 -0.44741 -0.15910  0.019
5 C 0.27025 0.25755 -1.46241  -0.034
6 N 0.98128 1.32172 -1.48972  -0.335
7 N 1.57294 1.59422 -0.16865  -0.446
8 C 0.98308 0.68466 0.65154  -0.139
9 H -2.21562 -1.56902 1.29313  0.355
10 H 1.32515 -1.06531 -0.24696  0.413
11 H -0.15879 -0.21820 -2.38217  0.372
12 H 1.11947 0.46006 1.79004  0.328

***

Order of stability, best first: A, B